Model A:
2 unconnected molecules or ions with the total composition C4H12N2O, computed with ωB97M-V with the def2-TZVPD basis set.

The geometry in XYZ format:
```
19
Properties=species:S:1:pos:R:3:lowdin_charge:R:1
C -0.80666 0.81217 -0.75264 -0.1420
N -0.62268 -0.63970 -0.83992 -0.3244
C -1.87989 -1.34750 -0.71690 -0.1432
C -0.13014 -0.87765 -2.22465 -0.1082
H -1.39997 1.05566 0.15740 0.0821
H -1.38526 1.21319 -1.61390 0.0921
H 0.15452 1.29484 -0.64479 0.0629
H -1.70339 -2.43309 -0.83436 0.0893
H -2.34001 -1.11813 0.25857 0.0807
H -2.60947 -1.07042 -1.51872 0.0867
H 0.21335 -1.90139 -2.41786 0.0832
H 0.66134 -0.17762 -2.47535 0.0817
H -0.97233 -0.71228 -2.92348 0.0789
C 1.46885 0.99168 1.86728 -0.4275
N 0.41818 0.21466 2.14580 0.1268
O 2.15727 0.97017 0.84468 -0.0188
H 1.69419 1.71662 2.64570 0.1165
H -0.24048 0.51935 2.84022 0.0985
H 0.11224 -0.36366 1.35546 0.0847
```

Gap between HOMO and LUMO, eV: 10.00
SMILES string: CN(C)C.NC=O

Model B:
2 unconnected molecules or ions with the total composition C4H12N2O, computed with ωB97M-V with the def2-TZVPD basis set.

The geometry in XYZ format:
```
19
Properties=species:S:1:pos:R:3:lowdin_charge:R:1
C -0.19155 -0.59287 1.44439 -0.2390
C -0.17382 0.98134 1.28667 -0.1547
C 0.03321 1.35321 -0.10696 -0.4257
C -0.98314 1.67978 -0.85742 0.0203
N 1.36480 1.31975 -0.68822 0.1299
N -0.79940 -1.38246 0.36168 0.0078
H 0.91935 -0.93455 1.59316 0.1230
H -0.71497 -0.99323 2.39770 0.1255
H 0.39201 1.40917 2.00831 0.0755
H -1.17211 1.29790 1.50871 0.0997
H -0.80914 2.02703 -1.92642 0.0913
H -1.89306 1.81617 -0.45174 0.0149
H 2.05177 0.87320 -0.22478 0.0329
H 1.44694 1.84934 -1.48563 0.0492
H -1.77937 -1.50158 0.45806 0.0645
H -0.32121 -1.50845 -0.49377 0.0130
H 0.89727 -3.24695 -1.32593 0.0237
H 0.71020 -1.86326 -1.52981 -0.0643
O 1.02221 -2.58354 -1.96802 0.0123
```

Gap between HOMO and LUMO, eV: 9.21
SMILES string: C=C(N)CCN.O

Model C:
C4H12N2O in the gas phase, computed with ωB97M-V with the def2-TZVPD basis set.

The geometry in XYZ format:
```
19
Properties=species:S:1:pos:R:3:lowdin_charge:R:1
C -2.61148 0.46668 0.95467 -0.1080
N -1.15914 0.01713 1.18491 -0.1241
C 0.00882 -0.45984 0.34582 -0.3398
C 1.32517 0.26245 0.90400 -0.2258
O 2.39667 0.22676 -0.02757 -0.0668
C -0.25456 0.10464 -1.09337 -0.2659
N 0.57287 -0.64663 -2.04751 -0.0451
H -2.75893 1.41782 0.34926 0.0725
H -3.00378 0.76358 1.91448 0.0543
H -3.23038 -0.31358 0.43582 0.0751
H -0.63965 0.22298 2.08330 0.1041
H -0.00273 -1.59772 0.23539 0.1451
H 1.61202 -0.38334 1.76018 0.1172
H 0.68706 1.25159 1.08853 0.1503
H 2.06215 -0.38799 -0.66463 0.0215
H -0.05447 1.23180 -1.04716 0.1432
H -1.31880 0.04631 -1.36593 0.0923
H 0.38177 -0.21774 -2.99238 0.0932
H 0.38862 -1.68492 -2.20473 0.1068
```

Gap between HOMO and LUMO, eV: 9.28
SMILES string: CN[C@@H](CN)CO

Which of them is the least stable? Correct choice: model C.

Model A:
A molecular structure, C4H12N2O, computed with ωB97M-V with the def2-TZVPD basis set.

The geometry in XYZ format:
```
19
Properties=species:S:1:pos:R:3:lowdin_charge:R:1
C -1.34249 -0.05712 0.06188 -0.3715
N -1.47174 1.20211 -0.60255 0.0346
N -1.81325 -0.15893 1.39792 0.0553
H -2.44050 1.42619 -0.80771 0.0798
H -1.57735 0.65474 1.95771 0.0801
H -1.09481 1.95840 -0.04255 0.0685
H -1.40343 -0.96772 1.86055 0.0767
H -1.81609 -0.84214 -0.53344 0.1320
H -0.07441 -0.59153 -0.60006 0.1074
C 1.44781 0.86632 0.39797 -0.0423
C 1.16792 -1.21136 -1.32304 -0.0018
C 0.73953 -0.46636 0.37451 -0.6082
O 0.80551 -1.28465 1.28659 -0.0447
H 1.14337 1.41731 1.29129 0.0846
H 2.52277 0.69772 0.47212 0.0910
H 0.67867 -2.17862 -1.41599 0.0627
H 1.06034 -0.56447 -2.19208 0.0590
H 2.21827 -1.35762 -1.08852 0.0603
H 1.24986 1.45774 -0.49463 0.0765
```

Gap between HOMO and LUMO, eV: 8.64

Model B:
A molecular structure, C4H12N2O, computed with ωB97M-V with the def2-TZVPD basis set.

The geometry in XYZ format:
```
19
Properties=species:S:1:pos:R:3:lowdin_charge:R:1
N 1.15735 1.55000 0.00251 -0.0102
C 0.17150 0.52588 0.38090 -0.3340
C -1.08736 0.92844 -0.83527 -0.0111
C -2.08647 -0.16958 -0.46469 -0.1905
O -1.67434 -0.51512 0.86866 -0.0373
C 0.77436 -0.87718 -0.06764 -0.2354
N 2.04368 -1.27223 0.57838 -0.0004
H 0.99245 2.49969 0.33431 0.0738
H 2.01635 1.28216 0.45665 0.0506
H 0.22314 0.49605 1.54941 0.1843
H -1.31569 1.95541 -0.61314 0.0907
H -0.64358 0.97180 -1.78913 0.0820
H -3.12444 0.07096 -0.41016 0.1058
H -1.93482 -1.05053 -1.06499 0.1042
H -0.94127 -0.18890 0.85652 -0.2292
H 0.02742 -1.66014 0.00442 0.1040
H 0.97943 -0.82117 -1.15082 0.1214
H 2.57113 -1.91075 -0.03495 0.0767
H 1.85116 -1.81479 1.39904 0.0547
```

Gap between HOMO and LUMO, eV: 10.11

Which of them is the least stable? Correct choice: model B.

Model A:
2 unconnected molecules or ions with the total composition CH4N2O2S, computed with ωB97M-V with the def2-TZVPD basis set.

The geometry in XYZ format:
```
10
Properties=species:S:1:pos:R:3:lowdin_charge:R:1
C 0.57443 0.06207 -0.59171 -0.3102
N 0.19931 -1.07035 -0.16375 0.1809
N 1.58709 0.68480 0.02856 -0.4730
O 2.13403 1.66101 -0.44019 0.0773
O 2.06686 0.07334 0.96828 0.0649
S -1.03016 1.93056 0.29252 0.2858
H 0.17338 0.41301 -1.57729 0.1498
H 0.55189 -1.22829 0.76999 0.1363
H -0.20811 -1.73647 -0.72574 0.1120
H -0.89963 2.62442 -0.94109 -0.2238
```

Gap between HOMO and LUMO (alpha / beta), eV: 6.98 / 6.80

Model B:
3 unconnected molecules or ions with the total composition CH4N2O2S, computed with ωB97M-V with the def2-TZVPD basis set.

The geometry in XYZ format:
```
10
Properties=species:S:1:pos:R:3:lowdin_charge:R:1
C 0.04512 -1.82310 0.31574 -0.4481
N 1.15077 -1.53020 0.02210 0.1857
N 0.79300 1.26311 -0.01391 -0.0042
O -1.88573 0.50436 -0.44355 -0.6798
O -1.02313 -2.27238 0.59130 -0.0473
S -2.59464 -0.40393 0.52257 0.8237
H 1.36915 -0.62051 -0.47111 0.0847
H 0.07088 1.75767 0.43815 -0.0108
H 0.45924 1.25556 -1.02477 0.0595
H 1.61534 1.86942 0.06348 0.0366
```

Gap between HOMO and LUMO (alpha / beta), eV: 7.62 / 7.61
SMILES string: N=C=O.O=S.N

Model C:
2 unconnected molecules or ions with the total composition CH4N2O2S, computed with ωB97M-V with the def2-TZVPD basis set.

The geometry in XYZ format:
```
10
Properties=species:S:1:pos:R:3:lowdin_charge:R:1
C -0.30251 0.23564 0.75296 -0.4390
N 1.91555 -0.13000 -0.41917 0.1155
N -0.43782 1.25915 -0.16324 0.0738
O 2.79401 -0.90957 -0.28505 0.1211
O 0.90888 -0.33816 0.80116 -0.1229
S -1.73959 -1.62863 -0.13481 0.2625
H -0.96865 0.48932 1.65617 0.1464
H 0.12908 1.13829 -0.99668 0.0913
H -1.36778 1.52562 -0.02741 0.0731
H -0.93117 -1.64166 -1.18392 -0.3217
```

Gap between HOMO and LUMO (alpha / beta), eV: 6.24 / 6.24

Which of them is the least stable? Correct choice: model A.